No. 1
DFT (ωB97M-V/def2-TZVPD) results for 5 unconnected molecules or ions with the total composition C36H68BrF5N2O10PS.

```
124
Properties=species:S:1:pos:R:3
C 6.62111 0.38695 4.94455
C 6.21193 1.69927 5.56338
O 6.64496 2.76591 5.17438
N 5.34645 1.60266 6.68628
C 5.15838 2.92115 7.31510
C 4.04885 0.97379 6.33920
C 3.85723 -0.43649 6.95004
C 3.62567 -1.58057 5.95105
C 2.14531 -1.97424 5.77326
C 1.37375 -0.90901 4.97365
N 0.66731 -0.00936 5.96916
C 0.08254 1.24447 5.37215
C 0.05078 1.21959 3.84318
C -0.15448 -0.13565 3.10375
C 0.65046 -0.02688 1.78723
C 2.18250 -0.03580 1.85728
C 2.73960 0.44345 0.50398
S 2.97989 2.24335 0.42282
C -1.64354 -0.25358 2.70141
C -2.67579 -0.14043 3.84487
C -3.48667 1.17015 3.85368
C -4.93549 0.94573 3.47020
F -5.49570 -0.05350 4.20354
F -5.00813 0.57912 2.15971
C -5.81860 2.20214 3.65155
F -6.07097 2.39418 4.94199
F -6.96275 2.08607 3.00837
F -5.18079 3.27848 3.18940
C 0.27232 -1.34942 4.00002
P 0.79732 -2.89241 3.05293
O -0.35713 -3.00853 1.91973
Br -0.03930 -4.40085 4.48463
H 7.29996 0.59630 4.11789
H 5.76705 -0.16554 4.54883
H 7.13245 -0.23923 5.67688
H 6.12023 3.36710 7.55086
H 4.57334 2.78155 8.22663
H 4.62182 3.61306 6.65522
H 3.27304 1.66258 6.68752
H 3.94497 0.93025 5.24712
H 3.03955 -0.41444 7.68159
H 4.76132 -0.63240 7.52993
H 4.02228 -1.33170 4.96332
H 4.16280 -2.47425 6.27794
H 2.10864 -2.94298 5.28391
H 1.70623 -2.09529 6.77129
H 2.10568 -0.26536 4.48496
H -0.07810 -0.56937 6.38513
H 1.29887 0.23578 6.73245
H 0.68786 2.08632 5.70962
H -0.91574 1.37538 5.78966
H -0.75768 1.88787 3.53555
H 0.96648 1.69070 3.47798
H 0.37954 0.94458 1.35274
H 0.31335 -0.77729 1.07029
H 2.58743 -1.02418 2.09564
H 2.54178 0.65215 2.63268
H 1.96533 0.23791 -0.23844
H 3.66406 -0.06628 0.23618
H 3.12271 2.48079 1.73185
H -1.82032 0.57378 2.00564
H -1.79678 -1.16049 2.12366
H -3.37946 -0.97081 3.74602
H -2.21257 -0.29336 4.82457
H -3.46150 1.67120 4.82534
H -3.08666 1.87720 3.12486
H -0.60023 -1.62578 4.60804
H -1.21586 -3.29445 2.26257
O 0.00869 -0.04008 -1.88469
C 0.23136 -1.20352 -2.11472
O 1.51405 -1.59046 -2.20524
C 1.91182 -2.97089 -2.26774
C 1.84842 -3.52031 -3.67501
C -0.87258 -2.20128 -2.34825
H 1.32093 -3.56618 -1.56869
H 2.93697 -2.97012 -1.89889
H 0.83362 -3.51703 -4.06349
H 2.20995 -4.54627 -3.70488
H 2.46177 -2.91772 -4.34460
H -1.17217 -2.15925 -3.39444
H -1.72777 -1.90754 -1.74526
H -0.61146 -3.22696 -2.10199
O -3.49936 -1.84659 -4.36457
C -3.37943 -0.84708 -5.02302
O -3.93253 -0.82503 -6.25020
C -3.98503 0.36018 -7.05565
C -2.71416 0.57238 -7.84977
C -2.57330 0.34116 -4.55492
H -4.23338 1.22885 -6.44486
H -4.82538 0.19138 -7.72662
H -1.85471 0.73249 -7.19907
H -2.81632 1.44352 -8.49656
H -2.51056 -0.30141 -8.46916
H -1.52321 0.17494 -4.79342
H -2.66975 0.41678 -3.47428
H -2.88502 1.28792 -4.98608
O 0.81179 -5.07914 -6.10028
C 1.10873 -4.75172 -7.21689
O 2.15115 -3.91180 -7.37564
C 2.68525 -3.57019 -8.66069
C 1.93687 -2.42208 -9.30368
C 0.30969 -5.19251 -8.41993
H 2.72357 -4.44940 -9.30438
H 3.71461 -3.28088 -8.45710
H 0.89729 -2.68102 -9.50508
H 2.40884 -2.14615 -10.24659
H 1.94321 -1.55444 -8.64414
H -0.53657 -4.51552 -8.53339
H -0.07160 -6.19016 -8.22057
H 0.87032 -5.21567 -9.35016
O -1.94850 3.81997 -4.54666
C -2.93470 4.15914 -3.95386
O -3.98014 4.63984 -4.65423
C -5.25730 4.90726 -4.06354
C -5.32224 6.28424 -3.43810
C -3.00157 4.11409 -2.44283
H -5.52464 4.12026 -3.35689
H -5.95780 4.83965 -4.89385
H -4.61878 6.38558 -2.61152
H -6.32566 6.47847 -3.05917
H -5.07669 7.04382 -4.17957
H -2.54988 5.02618 -2.05427
H -2.41011 3.26392 -2.11140
H -4.00550 4.01534 -2.03789
```

Computed properties:
Total charge: +1

Here are the Mulliken charges for atoms 1 to 99, given in e: C -0.75; C 0.58; O -0.57; N 0.03; C -1.06; C -0.73; C -1.36; C -0.81; C -1.09; C 1.40; N 0.15; C -1.17; C -1.18; C 2.96; C -2.68; C 0.28; C 0.12; S -0.23; C -2.02; C -0.84; C -1.48; C 0.71; F -0.31; F -0.32; C 0.60; F -0.25; F -0.24; F -0.26; C -0.69; P 0.31; O -0.43; Br -0.27; H 0.37; H 0.06; H 0.29; H 0.35; H 0.35; H 0.35; H 0.52; H 0.47; H 0.52; H 0.59; H 0.32; H 0.45; H 0.60; H 0.10; H -1.12; H 0.56; H 0.35; H 0.41; H 0.46; H 0.52; H 0.56; H 0.48; H 0.67; H 0.25; H -0.58; H -0.34; H 0.44; H 0.09; H 0.90; H 0.46; H 0.67; H 0.50; H 0.47; H 0.43; H 0.70; H 0.35; O -0.55; C 0.92; O -0.35; C -0.46; C -0.97; C -1.21; H 0.30; H 0.41; H 0.21; H 0.40; H 0.29; H 0.17; H 0.32; H 0.51; O -0.58; C 0.69; O -0.38; C -0.33; C -0.94; C -0.40; H 0.31; H 0.31; H 0.25; H 0.36; H 0.31; H 0.13; H 0.30; H -0.01; O -0.55; C 0.85; O -0.40

No. 2
DFT (ωB97M-V/def2-TZVPD) results for 4 unconnected molecules or ions with the total composition C36H68BrN3O10P.

```
119
Properties=species:S:1:pos:R:3
C 0.60665 -0.49715 10.80309
C -0.49355 -0.41148 9.73507
C -0.18584 -1.23976 8.48626
C 1.07041 -0.77486 7.73487
C 1.76658 -1.89487 6.95622
C 0.97466 -2.36245 5.72873
C 0.91747 -1.30014 4.60905
C 1.55995 -1.73712 3.27411
C 0.57206 -1.91247 2.11665
C -0.17368 -0.63831 1.71809
C 0.70986 0.31619 0.90173
C 0.18757 1.77234 0.89420
C 1.15039 2.74859 1.56232
Br 1.48089 2.23907 3.41030
C 2.45266 2.91777 0.75086
C 2.05492 3.95192 -0.25307
C 2.61587 4.27633 -1.60226
C 3.25117 3.15502 -2.44856
C 4.34503 2.27788 -1.82041
C 5.41356 3.01756 -0.99279
N 5.61793 2.43769 0.32376
C 5.75306 3.15881 1.47553
C 5.88787 2.28089 2.52214
C 5.84561 0.97810 1.97686
C 5.68948 1.10385 0.61872
N 1.06230 4.63264 0.22229
C 0.66876 4.21326 1.58062
P -1.05474 4.65665 2.17947
N -1.06043 6.12147 1.27930
O -0.72751 5.10994 3.71455
H 0.18389 -0.38783 11.80403
H 1.10736 -1.46834 10.77481
H 1.36426 0.27825 10.68484
H -0.64446 0.63588 9.45706
H -1.42831 -0.77567 10.16769
H -1.04823 -1.20536 7.81375
H -0.06112 -2.28658 8.78779
H 0.79244 0.03941 7.05535
H 1.78224 -0.34752 8.44746
H 2.75752 -1.55717 6.63186
H 1.91267 -2.73875 7.63753
H -0.04464 -2.58018 6.06307
H 1.39966 -3.29519 5.35284
H -0.12216 -1.01065 4.43824
H 1.42655 -0.39988 4.96543
H 2.33701 -1.02403 2.97517
H 2.06235 -2.69439 3.43307
H 1.13664 -2.23844 1.23350
H -0.13686 -2.71281 2.34176
H -1.03405 -0.90899 1.09799
H -0.56539 -0.10897 2.59115
H 0.72459 -0.03887 -0.13327
H 1.73678 0.28703 1.27982
H 0.08862 2.10238 -0.14776
H -0.78215 1.84936 1.38994
H 2.84448 1.99812 0.33870
H 3.18508 3.40233 1.41541
H 1.77900 4.68835 -2.17737
H 3.31510 5.11139 -1.47578
H 2.45007 2.52321 -2.84085
H 3.67828 3.65351 -3.32296
H 4.85338 1.77106 -2.64340
H 3.88620 1.47855 -1.24094
H 6.35622 3.00168 -1.54613
H 5.17376 4.06836 -0.82412
H 5.74798 4.23903 1.47604
H 6.00878 2.53913 3.56189
H 5.94294 0.04622 2.51208
H 5.63222 0.34842 -0.14767
H 0.59377 5.37135 -0.29263
H 1.36031 4.74002 2.25876
H -1.79993 6.73008 1.61765
H -0.20121 6.65998 1.37341
H 0.20062 5.20687 3.96208
C -4.00558 0.74447 -0.74326
C -2.67108 0.55440 -1.43042
O -2.66390 -0.58426 -2.30000
C -3.24136 -0.39124 -3.48958
O -3.71442 0.64168 -3.88355
O -3.17957 -1.53463 -4.16375
C -3.80502 -1.50515 -5.45249
H -4.29510 -0.16844 -0.22184
H -3.94225 1.55548 -0.01670
H -4.78257 0.98926 -1.46570
H -1.89482 0.34051 -0.69553
H -2.38118 1.44443 -1.99113
H -3.43311 -0.67038 -6.04152
H -4.88730 -1.43810 -5.35581
H -3.54760 -2.44374 -5.93423
C -0.27236 0.34936 -6.82530
C -0.58742 -1.01585 -7.39982
O -0.62149 -0.99730 -8.83270
C 0.57306 -1.00902 -9.42727
O 1.63889 -1.04895 -8.86840
O 0.38162 -0.97170 -10.74124
C 1.58322 -0.94449 -11.52049
H -0.97163 1.09329 -7.20902
H -0.35381 0.32150 -5.73732
H 0.73777 0.65756 -7.09168
H -1.58386 -1.32775 -7.09847
H 0.12397 -1.76639 -7.05689
H 2.24038 -1.76525 -11.24338
H 2.10046 0.00345 -11.38323
H 1.26589 -1.04931 -12.55286
C -5.17764 -3.23326 -2.10926
C -6.52449 -3.75256 -2.56239
O -6.39086 -4.89966 -3.41690
C -6.14677 -6.05017 -2.78862
O -6.05574 -6.20155 -1.59837
O -6.02448 -7.00539 -3.70701
C -5.72606 -8.30272 -3.17943
H -4.53259 -3.03965 -2.96500
H -5.30182 -2.30695 -1.54589
H -4.67756 -3.95896 -1.46890
H -7.04004 -3.01491 -3.17523
H -7.16635 -4.00030 -1.71774
H -6.44619 -8.58248 -2.41426
H -4.72127 -8.31833 -2.76074
H -5.78922 -8.98424 -4.02170
```

Computed properties:
Total charge: +1

Here are the Mulliken charges for atoms 1 to 99, given in e: C -1.14; C -0.61; C -0.69; C -0.15; C -1.07; C -0.86; C 0.03; C -0.51; C -1.15; C -0.40; C -0.75; C -1.20; C 1.38; Br 0.04; C 0.24; C 0.07; C -0.87; C -1.21; C -0.52; C -0.76; N 0.36; C -0.54; C -0.60; C -0.65; C -0.47; N 0.05; C -1.44; P 0.22; N -0.65; O -0.48; H 0.35; H 0.28; H 0.31; H 0.29; H 0.37; H 0.32; H 0.33; H 0.19; H 0.32; H 0.33; H 0.45; H 0.30; H 0.55; H 0.24; H -0.10; H 0.00; H 0.59; H 0.39; H 0.40; H 0.17; H 0.36; H 0.31; H 0.30; H 0.40; H 0.59; H -0.16; H 0.10; H 0.53; H 0.40; H 0.37; H 0.38; H 0.60; H 0.31; H 0.33; H 0.37; H 0.47; H 0.48; H 0.52; H 0.45; H 0.43; H 0.85; H 0.33; H 0.22; H 0.35; C -1.30; C 0.50; O -0.37; C 0.79; O -0.58; O -0.35; C -0.81; H 0.31; H 0.40; H 0.36; H -0.31; H 0.33; H 0.38; H 0.31; H 0.27; C -1.06; C 0.16; O -0.37; C 0.76; O -0.56; O -0.35; C -0.64; H 0.30; H 0.23; H 0.42

No. 3
DFT (ωB97M-V/def2-TZVPD) results for 9 unconnected molecules or ions with the total composition C36H68O18.

```
122
Properties=species:S:1:pos:R:3
C 7.66190 -1.30948 0.17055
C 7.10422 -1.61168 -1.23190
O 5.89334 -0.89818 -1.44645
C 5.29818 -1.02155 -2.62132
C 4.16158 -0.07973 -2.88882
O 5.73164 -1.66998 -3.54210
H 7.82791 -0.26012 0.40767
H 8.52238 -1.92281 0.41362
H 6.78074 -1.59268 0.75516
H 7.75668 -1.41859 -2.08451
H 6.89030 -2.68367 -1.20506
H 3.28459 -0.72974 -2.96073
H 4.25874 0.45599 -3.82531
H 3.99016 0.56490 -2.02733
C 0.96851 -6.23555 0.43041
C -0.26478 -6.54609 -0.40182
O -0.14334 -5.84936 -1.64655
C -0.92125 -6.13327 -2.67488
C -0.83769 -5.10034 -3.77299
O -1.65015 -7.08323 -2.78769
H 1.66946 -7.07289 0.44829
H 0.78039 -6.25659 1.51018
H 1.39217 -5.26439 0.19380
H -0.33228 -7.60314 -0.66947
H -1.20892 -6.28368 0.07699
H -0.09041 -4.30259 -3.75891
H -1.81366 -4.61647 -3.76701
H -0.54648 -5.52538 -4.73505
C 3.70774 -4.97400 -1.90915
C 4.82003 -5.71144 -2.61742
O 6.01125 -5.79250 -1.80591
C 7.14529 -6.13355 -2.42857
C 8.34153 -5.74638 -1.60974
O 7.23462 -6.65021 -3.50669
H 3.94288 -3.90657 -1.99789
H 3.86385 -5.12412 -0.83659
H 2.66369 -5.08484 -2.18386
H 4.64445 -6.76775 -2.84977
H 4.89981 -5.36312 -3.65088
H 7.99208 -5.24751 -0.70446
H 9.06049 -5.05757 -2.05074
H 8.92996 -6.61842 -1.32247
C -2.08572 0.97598 1.05111
C -1.69055 -0.15551 0.17174
O -0.29540 -0.50881 0.36595
C 0.25168 -1.37921 -0.46154
C 1.71670 -1.65195 -0.22167
O -0.30586 -1.96937 -1.35607
H -3.01482 1.40830 0.68152
H -1.42515 1.84569 1.10219
H -2.16630 0.64589 2.08776
H -2.30404 -1.02524 0.40520
H -1.75087 0.04634 -0.89917
H 1.79249 -2.72219 -0.01311
H 2.11381 -1.12511 0.64556
H 2.36443 -1.53925 -1.08653
C 2.35716 2.96905 -0.24808
C 1.43547 3.76034 0.68976
O 0.93628 4.92019 0.04134
C -0.30924 4.94801 -0.42471
C -0.71783 6.23672 -1.07449
O -1.11204 4.08743 -0.14729
H 2.56613 1.96495 0.11598
H 3.30258 3.49768 -0.38131
H 1.88729 2.91841 -1.23194
H 0.66400 3.04464 0.97388
H 1.98253 4.11843 1.55852
H -1.50328 5.99238 -1.78617
H 0.04580 6.76961 -1.64058
H -1.01879 6.91879 -0.27954
C -6.82697 5.26582 -4.00395
C -5.31037 5.24770 -4.24589
O -4.49746 4.63919 -3.25046
C -4.79117 3.44835 -2.75802
C -3.76484 2.87900 -1.78297
O -5.72104 2.75304 -3.09339
H -7.08886 5.40966 -2.95619
H -7.20177 4.30586 -4.35208
H -7.31884 6.01921 -4.61835
H -5.26595 4.65958 -5.16714
H -4.92616 6.23104 -4.49922
H -4.26565 2.03844 -1.31579
H -3.49440 3.58098 -0.99553
H -2.90850 2.65890 -2.41840
C -6.35715 -0.32901 -0.08325
C -5.23421 -1.02676 0.70535
O -4.80294 -0.30273 1.84963
C -5.56462 -0.39715 2.95820
C -5.17486 0.58406 4.01507
O -6.48309 -1.15577 3.10875
H -7.13165 -0.07134 0.63658
H -6.64821 -0.89359 -0.96409
H -5.95130 0.60760 -0.47746
H -5.62983 -1.99331 1.02388
H -4.41008 -1.22222 0.02353
H -5.65436 0.39866 4.96969
H -5.46238 1.55791 3.61426
H -4.10220 0.52236 4.21067
O 2.65614 2.19464 5.89466
C 1.95624 1.52059 5.20693
C 1.65065 0.06215 5.37712
C 0.51326 -0.24020 4.40976
C 0.69371 0.85389 3.38352
O 1.36936 1.97553 4.07303
H 2.63496 -0.31491 5.07427
H 1.44777 -0.19896 6.41151
H 0.68934 -1.24248 4.01877
H -0.44434 -0.24842 4.92507
H 1.37133 0.66805 2.55301
H -0.24590 1.26063 3.02416
O -3.97461 6.04043 5.26002
C -3.30448 5.79173 4.29799
C -3.72831 4.78943 3.23623
C -2.38335 4.22388 2.79118
C -1.36468 5.27876 3.19870
O -1.97103 6.02955 4.25984
H -4.43899 4.03997 3.56129
H -4.15805 5.37496 2.41688
H -2.22292 3.29159 3.34133
H -2.37746 3.94093 1.74080
H -0.43129 4.84746 3.55806
H -1.08652 5.88139 2.32950
```

Computed properties:
Total charge: 0

Here are the Mulliken charges for atoms 1 to 99, given in e: C -1.26; C 0.10; O -0.25; C 0.85; C -0.95; O -0.59; H 0.33; H 0.37; H 0.31; H 0.37; H -0.01; H 0.17; H 0.38; H 0.22; C -0.67; C -0.40; O -0.13; C 0.64; C -0.92; O -0.57; H 0.30; H 0.40; H -0.14; H 0.36; H 0.33; H 0.20; H 0.27; H 0.34; C -0.50; C -0.52; O -0.30; C 0.71; C -0.97; O -0.56; H -0.04; H 0.30; H 0.25; H 0.41; H 0.35; H 0.27; H 0.30; H 0.30; C 0.75; C -0.78; O 0.06; C 0.47; C 0.20; O -0.68; H 0.19; H -0.74; H 0.17; H 0.33; H 0.30; H -0.20; H 0.15; H -0.21; C -1.28; C 0.69; O -0.39; C 0.66; C -1.10; O -0.26; H 0.24; H 0.40; H 0.35; H -0.45; H 0.32; H 0.24; H 0.37; H 0.28; C -1.03; C -0.26; O -0.28; C 0.29; C 0.27; O -0.58; H 0.28; H 0.27; H 0.37; H 0.27; H 0.35; H -0.34; H 0.11; H 0.23; C -1.08; C -0.25; O -0.28; C 0.60; C -0.73; O -0.55; H 0.34; H 0.38; H 0.17; H 0.42; H 0.30; H 0.38; H 0.09; H 0.18; O -0.60

Highest occupied orbital energy / eV: -11.0; -11.0; -10.2
M / g mol⁻¹: 926.9; 813.8; 788.9
F_max / eV/A: 1.1; 0.6; 2.9